19
Properties=species:S:1:pos:R:3:mulliken_charge:R:1 method="wB97M-V/def2-TZVPD" homo_lumo_gap_ev="6.4 / 8.0" max_force_ev_per_a=4.44 charge=0 total_energy_ha=-3427.7343 spin_multiplicity=3 e_lumo_ha="0.019 / -0.052"
C 3.234 0.747 -0.915 -0.229
C 1.200 0.570 -0.228 0.442
C 1.049 1.956 -1.390 -0.022
C 0.007 -1.439 0.185 0.330
C -1.416 -1.784 0.460 -0.698
C -2.063 -0.519 1.131 -0.562
C -1.126 0.567 0.666 -0.649
N 2.349 0.038 -0.287 -0.464
N 0.075 -0.048 0.098 0.243
O 0.829 -2.219 -0.132 -0.549
S 2.655 2.111 -1.824 -0.190
Br -0.277 3.204 -1.658 -0.096
H 4.249 0.414 -0.903 0.457
H -1.835 -2.062 -0.512 0.240
H -1.483 -2.659 1.011 0.424
H -3.052 -0.392 0.710 0.302
H -2.039 -0.698 2.188 0.327
H -1.593 1.016 -0.110 0.373
H -0.762 1.196 1.508 0.321